{"formula": "C28H56BrClN8O3P2S", "method": "wB97M-V/def2-TZVPD", "mol_weight_g_mol": 762.181, "total_charge": 0, "orbital_gap_ev": 7.23, "energy_ev": -159978.6307, "lumo_ev": -1.06, "e_homo_ha": -0.3046, "species": ["C", "C", "C", "C", "C", "C", "C", "C", "C", "C", "Cl", "C", "C", "C", "O", "Br", "C", "C", "N", "S", "N", "C", "H", "H", "H", "H", "H", "H", "H", "H", "H", "H", "H", "H", "H", "H", "H", "H", "H", "H", "H", "H", "O", "P", "N", "C", "C", "N", "C", "C", "N", "C", "C", "H", "H", "H", "H", "H", "H", "H", "H", "H", "H", "H", "H", "H", "H", "H", "H", "H", "H", "O", "P", "N", "C", "C", "N", "C", "C", "N", "C", "C", "H", "H", "H", "H", "H", "H", "H", "H", "H", "H", "H", "H", "H", "H", "H", "H", "H", "H"], "coordinates": [[-0.546748, -2.771185, -0.826422], [0.638392, -2.582049, -1.860486], [1.920475, -1.975323, -1.152198], [0.189463, -1.805486, -3.169849], [-0.870101, -0.643227, -2.948111], [-0.462464, 0.443603, -1.896275], [-1.333375, 0.957235, -0.809707], [-2.773856, 0.368595, -0.625584], [-3.186994, 0.013037, 0.874500], [-2.105588, -0.769216, 1.713252], [-2.439812, -2.559513, 1.868161], [-0.754531, 2.068030, 0.090503], [-1.613043, 2.709376, 1.235453], [-1.178054, 4.175352, 1.647853], [-1.559283, 5.166734, 1.109474], [0.148044, 4.312510, 3.150749], [0.612091, 2.586043, -0.063259], [1.551574, 2.097791, -1.155089], [2.854370, 2.520979, -1.395948], [3.289766, 1.611848, -2.734247], [1.910700, 0.708153, -2.991355], [0.934093, 1.032502, -2.052009], [-0.314748, -3.520463, -0.017915], [-0.679395, -1.770350, -0.312381], [-1.545504, -2.973324, -1.328948], [0.918897, -3.632889, -2.197906], [2.590316, -1.571164, -1.965736], [2.432643, -2.779670, -0.539072], [1.645052, -1.131659, -0.446450], [1.113168, -1.495931, -3.728657], [-0.326053, -2.578810, -3.827642], [-1.866353, -1.124682, -2.769962], [-0.960891, -0.101660, -3.945634], [-2.995305, -0.528738, -1.260229], [-3.496653, 1.178305, -0.971773], [-3.569612, 0.946695, 1.380000], [-4.090343, -0.671896, 0.797572], [-1.044934, -0.622588, 1.378556], [-2.157683, -0.358163, 2.770135], [-1.689359, 2.005601, 2.120009], [-2.674423, 2.789086, 0.837847], [1.042970, 3.375068, 0.618131], [4.937300, -2.242924, -2.869358], [6.047064, -3.195411, -3.300941], [7.213205, -1.924477, -3.504797], [8.311410, -1.872611, -4.457619], [7.620227, -1.277802, -2.252498], [5.301109, -3.513441, -4.836580], [5.928761, -3.263869, -6.121673], [3.876207, -3.197801, -4.962617], [7.280813, -4.405712, -3.689535], [6.710580, -5.745138, -3.998442], [8.206137, -4.662584, -2.557881], [9.126529, -2.569501, -4.226261], [8.748642, -0.869314, -4.478166], [7.999060, -2.049771, -5.480529], [8.241235, -1.932332, -1.631413], [6.748522, -0.991927, -1.661358], [8.184036, -0.360105, -2.437398], [5.998537, -2.191567, -6.338168], [5.353119, -3.726321, -6.929807], [6.915923, -3.722777, -6.192496], [3.709110, -2.120461, -5.088401], [3.316312, -3.542800, -4.092627], [3.436318, -3.711493, -5.824143], [6.095700, -6.115862, -3.172337], [7.510721, -6.466075, -4.188970], [6.102790, -5.749772, -4.899626], [7.660216, -4.885857, -1.636771], [8.866521, -3.817229, -2.368714], [8.870753, -5.500594, -2.777597], [-4.535057, 1.711981, 3.695636], [-5.289052, 2.954464, 4.177840], [-4.851776, 2.666147, 5.835434], [-5.627546, 2.982765, 7.025124], [-3.425758, 2.845887, 6.117848], [-6.839789, 2.226160, 3.895584], [-7.842334, 2.004552, 4.922350], [-6.884459, 1.090076, 2.972737], [-6.107814, 4.446059, 4.670880], [-7.019321, 4.987801, 3.625916], [-5.160992, 5.560851, 4.928278], [-5.685909, 4.057296, 7.237917], [-5.181741, 2.509244, 7.905514], [-6.637948, 2.591980, 6.993607], [-3.129064, 3.899383, 6.077410], [-2.813296, 2.302870, 5.395983], [-3.155306, 2.460328, 7.103871], [-7.550457, 1.200888, 5.607886], [-8.800147, 1.723139, 4.473448], [-8.061166, 2.912733, 5.485308], [-6.522124, 0.169005, 3.445948], [-6.292209, 1.284107, 2.077855], [-7.906144, 0.911040, 2.621681], [-6.485990, 5.167786, 2.687420], [-7.466064, 5.928609, 3.959433], [-7.860508, 4.332146, 3.415491], [-4.474124, 5.704863, 4.089539], [-4.571924, 5.398065, 5.829750], [-5.695748, 6.496753, 5.101688]], "forces_ev_per_angstrom": [[0.119, 1.101, -0.190], [-0.163, -0.772, 0.333], [-0.489, -0.058, -0.247], [-0.248, -0.886, 0.213], [0.700, 0.402, -0.610], [-0.318, 1.280, 1.725], [2.809, -0.340, -1.710], [-0.223, 0.847, 0.516], [-0.476, -0.592, -0.762], [-0.231, 1.335, 1.168], [0.099, 0.933, -0.175], [2.780, 0.463, -0.909], [-0.678, -0.489, -0.235], [-0.479, -0.363, -1.043], [0.457, -1.203, 0.848], [-0.610, -0.199, -0.483], [-0.987, -1.186, -0.827], [-2.088, -0.244, 0.966], [-3.056, -2.207, -0.998], [-2.398, -0.418, 1.113], [-0.654, 1.121, 1.267], [2.408, 1.197, 0.061], [-0.297, 0.648, -1.021], [0.098, -1.158, -0.487], [1.240, -0.167, 0.609], [-0.166, 1.251, 0.220], [-0.373, -0.588, 1.180], [-0.442, 0.986, -0.798], [0.264, -0.863, -0.804], [-1.021, 0.020, 0.590], [0.472, 0.977, 0.692], [0.967, 0.704, 0.157], [0.041, -0.572, 1.128], [0.701, 0.947, 0.473], [0.728, -0.957, 0.342], [0.708, -1.208, -0.133], [1.003, 0.871, 0.133], [-1.093, -0.294, 0.032], [0.055, -0.703, -1.172], [0.335, 1.039, -0.792], [1.229, 0.267, 0.517], [-0.835, -0.996, -0.757], [0.223, -2.562, 3.575], [0.509, 4.748, -7.301], [0.818, 0.544, 0.679], [0.253, -0.396, -0.095], [-0.532, 0.176, 0.177], [-0.620, -0.416, -0.272], [0.463, -0.574, -0.060], [-0.125, -0.014, 0.371], [-1.586, -1.899, 2.697], [-0.135, -0.408, -0.508], [0.598, 0.443, 0.140], [0.110, -0.035, -0.041], [-0.179, -0.003, 0.288], [-0.149, -0.223, 0.080], [0.198, 0.091, 0.099], [-0.057, -0.127, -0.075], [-0.028, -0.113, -0.183], [0.053, 0.030, -0.038], [-0.175, 0.047, 0.143], [0.070, 0.175, 0.166], [-0.093, -0.020, 0.067], [0.095, 0.214, -0.014], [0.317, -0.025, -0.064], [0.104, -0.157, -0.045], [0.145, 0.215, 0.260], [-0.043, 0.343, 0.147], [0.156, -0.158, 0.007], [-0.207, 0.173, -0.063], [-0.229, -0.006, -0.132], [2.199, 3.113, -2.648], [-4.418, -5.596, 5.573], [0.859, 0.295, 0.765], [-0.220, 0.416, 0.039], [0.256, -0.350, -0.356], [-0.415, -0.099, -0.728], [-0.316, 0.684, 0.098], [0.302, 0.053, -0.213], [1.413, 1.399, -3.273], [-0.670, 0.046, -0.168], [0.387, 0.092, 0.683], [-0.044, 0.077, 0.089], [0.251, -0.014, -0.234], [-0.028, 0.100, -0.250], [0.177, 0.075, 0.179], [-0.115, 0.035, -0.080], [-0.217, 0.004, -0.026], [-0.009, 0.002, 0.059], [0.144, -0.089, -0.165], [0.225, -0.034, 0.090], [0.047, -0.009, -0.102], [0.075, -0.096, 0.185], [-0.045, 0.194, 0.249], [-0.103, 0.172, 0.025], [0.335, 0.010, 0.143], [0.280, -0.233, 0.096], [-0.060, 0.214, 0.045], [0.005, -0.269, -0.063], [-0.137, -0.181, -0.150]]}